Record 1
Here is C27H53N5O11 as an isolated structure from the OMol25 dataset. Energies are from ωB97M-V/def2-TZVPD.

Atoms and positions in Å:
C  5.3866  -5.5221  0.8335
C  4.7103  -4.1272  0.8598
O  4.4472  -3.6168  1.9135
N  4.3447  -3.6751  -0.2883
C  3.5363  -2.4899  -0.4627
H  5.1819  -6.0340  1.7738
H  6.4624  -5.6059  0.6794
H  4.8713  -6.1800  0.1338
H  4.4977  -4.1861  -1.1460
H  2.4848  -2.6125  -0.2030
H  3.6444  -2.2237  -1.5141
H  3.9149  -1.6288  0.0881
C  1.6210  3.0198  -3.3733
C  2.4911  3.0104  -2.0718
O  2.1857  3.7379  -1.0980
N  3.5659  2.2345  -2.0763
C  4.4749  2.1524  -0.9943
H  2.0374  2.4781  -4.2226
H  1.4918  4.0719  -3.6272
H  0.7022  2.4742  -3.1582
H  3.6359  1.5330  -2.7995
H  4.4702  3.0424  -0.3650
H  5.5087  1.9392  -1.2662
H  4.0853  1.3715  -0.3411
C  0.0422  -2.2393  2.1613
C  -0.8587  -3.4612  2.1364
O  -0.5531  -4.4925  2.7057
N  -1.9792  -3.3840  1.3544
C  -2.4691  -2.2322  0.6235
H  0.6606  -2.0724  1.2794
H  0.7445  -2.2935  2.9931
H  -0.3956  -1.2468  2.2676
H  -2.5009  -4.2358  1.2047
H  -1.8676  -1.9787  -0.2495
H  -2.5406  -1.3105  1.2010
H  -3.4309  -2.5883  0.2544
C  -2.1788  0.1935  3.8800
C  -0.6669  0.3924  3.7035
O  0.1315  -0.4786  3.9968
N  -0.2456  1.5697  3.2892
C  -0.9980  2.7668  2.9248
H  -2.3424  -0.8778  3.7634
H  -2.8216  0.6693  3.1395
H  -2.5493  0.4700  4.8671
H  0.7612  1.6477  3.3071
H  -1.6692  2.5153  2.1036
H  -0.3175  3.5896  2.7056
H  -1.4647  3.0919  3.8546
C  0.5196  -2.4790  -1.8768
C  -0.8537  -1.9461  -2.1045
O  -1.0407  -0.7702  -2.4060
N  -1.8823  -2.7456  -2.1788
C  -1.9727  -4.1011  -1.6209
H  1.1439  -2.2464  -2.7394
H  0.5658  -3.5477  -1.6674
H  0.9878  -1.9685  -1.0352
H  -2.7181  -2.2722  -2.4907
H  -1.4604  -4.2995  -0.6795
H  -1.4138  -4.7702  -2.2751
H  -3.0185  -4.3948  -1.5307
O  2.2113  -1.2543  -0.6184
C  1.5017  -0.2404  -0.4247
O  1.9520  0.9706  -0.5240
C  0.9556  1.8963  -0.1795
C  -0.0113  1.1584  0.6672
C  0.0750  -0.2300  0.0522
H  0.5639  2.2579  -1.1303
H  1.4369  2.8082  0.1738
H  -0.9945  1.6205  0.5777
H  0.2341  1.1849  1.7289
H  -0.6099  -0.4944  -0.7535
H  -0.1374  -1.0495  0.7389
O  -0.3829  5.5789  1.5804
C  -0.6492  5.2704  0.4275
O  -1.5002  6.0159  -0.3305
C  -1.5773  5.5088  -1.6735
C  -0.9079  4.0873  -1.6456
C  -0.0038  4.2281  -0.4274
H  -1.0250  6.1806  -2.3305
H  -2.6217  5.4673  -1.9826
H  -0.3003  3.8336  -2.5142
H  -1.7082  3.3768  -1.4383
H  0.9930  4.5712  -0.7047
H  0.1202  3.2396  0.0149
O  -2.9125  1.6821  1.7399
C  -3.2676  1.0214  0.7549
O  -2.3550  0.4298  -0.0809
C  -3.0958  -0.2768  -1.1560
C  -4.4881  -0.4689  -0.6776
C  -4.6768  0.6754  0.3268
H  -2.6067  -1.2074  -1.4439
H  -3.1985  0.3643  -2.0315
H  -4.6218  -1.4877  -0.3139
H  -5.1667  -0.3079  -1.5153
H  -5.2567  0.4327  1.2172
H  -5.0678  1.5198  -0.2409

- LUMO energy: -0.03 eV
- Energy above the lowest of the compared OMol25 structures with the same formula, charge and spin: 10.515 eV
- Total energy: -58819.858 eV
- Kohn-Sham gap: 8.53 eV

Record 2
Here is a 15-piece molecular cluster, C27H54BIN16O31 overall from the OMol25 dataset. Energies are from ωB97M-V/def2-TZVPD.

Atoms and positions in Å:
C  -1.6009  -1.1679  -4.5917
N  -0.6740  -1.4274  -3.4457
C  0.5930  -2.1042  -3.8636
B  -1.3579  -2.1656  -2.3282
O  -2.7097  -2.5926  -2.5582
C  -0.4989  -2.3506  -0.9630
C  -0.5809  -3.4161  -0.0325
I  -1.9269  -5.0803  -0.3491
C  0.3641  -3.3557  1.2820
O  -0.0385  -3.6385  2.4334
C  1.8684  -2.8448  0.9942
C  1.9557  -1.7695  0.0483
C  3.3034  -1.1082  -0.4417
C  3.4964  0.4359  -0.6247
C  4.8952  0.9047  -1.1676
C  5.9295  -0.2068  -1.4722
N  5.7876  -1.6157  -1.2863
C  4.5092  -2.0118  -0.7942
C  0.5912  -1.2024  -0.6152
O  0.4252  0.0138  -0.8666
H  -2.6071  -0.7169  -4.3005
H  -1.6685  -2.1237  -5.2145
H  -1.0807  -0.3710  -5.2547
H  1.4587  -1.3820  -3.5897
H  0.7918  -3.0936  -3.3185
H  0.6868  -2.2541  -5.0033
H  -3.2293  -2.6429  -1.7266
H  2.7979  -3.2851  1.4785
H  2.6530  1.1787  -0.3716
H  5.1268  2.0049  -1.3579
H  6.9446  0.1523  -1.8882
H  4.3507  -3.1438  -0.6390
C  10.1885  -0.8934  -0.4993
N  10.3954  -0.5707  -1.9354
O  11.2927  -1.1561  -2.5185
O  9.6478  0.2596  -2.4258
H  10.9192  -1.6422  -0.1992
H  10.3244  0.0272  0.0671
H  9.1745  -1.2783  -0.3917
C  -0.1162  2.2108  1.3426
N  -0.0566  3.5105  2.0617
O  0.1632  4.5108  1.3957
O  -0.2318  3.4828  3.2689
H  0.0568  2.3875  0.2827
H  0.6603  1.5693  1.7583
H  -1.1071  1.7891  1.5061
C  -3.6755  -5.5008  3.5505
N  -5.0779  -5.4638  3.0597
O  -5.2558  -5.5849  1.8567
O  -5.9512  -5.3145  3.8968
H  -3.0102  -5.6376  2.7006
H  -3.4760  -4.5523  4.0476
H  -3.5923  -6.3363  4.2446
C  -3.0970  5.3521  0.5413
N  -2.5400  5.0061  -0.7912
O  -2.3262  3.8274  -1.0217
O  -2.3365  5.9328  -1.5602
H  -3.2261  4.4370  1.1167
H  -2.3864  6.0208  1.0301
H  -4.0555  5.8441  0.3791
C  6.1709  5.3209  0.3774
N  6.3357  3.9674  -0.2145
O  5.7434  3.7346  -1.2593
O  7.0514  3.1863  0.3869
H  5.5111  5.9052  -0.2613
H  5.7366  5.1954  1.3687
H  7.1583  5.7774  0.4329
C  1.0719  2.0390  -7.7432
N  0.2526  0.9791  -7.0998
O  0.3065  -0.1409  -7.5807
O  -0.4162  1.3098  -6.1335
H  1.6105  1.6045  -8.5833
H  0.3917  2.8192  -8.0827
H  1.7660  2.4177  -6.9938
C  0.8256  7.4621  3.0300
N  2.0653  8.1599  3.4638
O  3.0031  7.4657  3.8284
O  2.0554  9.3790  3.4236
H  0.9782  6.3880  3.1186
H  0.0184  7.7911  3.6812
H  0.6369  7.7393  1.9967
C  -2.7622  9.3762  0.6351
N  -1.7117  8.8322  1.5346
O  -0.6957  9.4947  1.6758
O  -1.9462  7.7545  2.0694
H  -2.4215  10.3289  0.2342
H  -2.9156  8.6527  -0.1660
H  -3.6665  9.5080  1.2282
C  -8.4136  -5.1761  0.5386
N  -9.3680  -4.1943  -0.0399
O  -10.5593  -4.3946  0.1397
O  -8.8889  -3.2554  -0.6550
H  -8.9770  -5.9516  1.0541
H  -7.8385  -5.5994  -0.2840
H  -7.7709  -4.6392  1.2352
C  3.3898  -1.9576  5.1578
N  3.9486  -2.3047  3.8257
O  4.1680  -3.4846  3.5994
O  4.1473  -1.3774  3.0529
H  3.2661  -2.8713  5.7360
H  4.0961  -1.2855  5.6451
H  2.4284  -1.4715  4.9947
C  6.9753  0.4302  5.6212
N  6.9440  -0.5004  6.7803
O  8.0134  -0.8441  7.2520
O  5.8426  -0.8529  7.1753
H  8.0124  0.6564  5.3809
H  6.4854  -0.0688  4.7851
H  6.4402  1.3338  5.9109
C  -12.4965  -3.1814  3.0930
N  -11.5524  -2.9685  4.2209
O  -10.4287  -3.4316  4.1068
O  -11.9726  -2.3440  5.1808
H  -11.9901  -3.7483  2.3135
H  -13.3510  -3.7356  3.4796
H  -12.7949  -2.2007  2.7246
C  6.9839  -4.3772  -3.8257
N  5.5873  -4.3394  -4.3316
O  5.4228  -4.4497  -5.5356
O  4.7061  -4.1997  -3.5007
H  7.6594  -4.5047  -4.6697
H  7.1745  -3.4319  -3.3174
H  7.0616  -5.2187  -3.1384
C  -10.4949  -3.2724  -3.3611
N  -11.4426  -3.0930  -4.4923
O  -12.4772  -2.4863  -4.2665
O  -11.1140  -3.5679  -5.5673
H  -10.9138  -2.8029  -2.4734
H  -10.3667  -4.3431  -3.2067
H  -9.5553  -2.7979  -3.6411

- LUMO energy: -1.49 eV
- Total energy: -124921.692 eV
- Kohn-Sham gap: 7.18 eV

Record 3
Here is C27H54F13N3O13S4Tl as an isolated structure from the OMol25 dataset. Energies are from ωB97M-V/def2-TZVPD.

Atoms and positions in Å:
Tl  0.1524  3.2487  -0.1439
F  -0.7816  1.4419  -0.2735
C  -3.8519  -0.6723  -3.8581
N  -2.8577  -0.0540  -2.9305
C  -2.6417  1.4352  -3.2513
C  -3.3201  -0.0903  -1.5006
C  -1.5340  -0.8022  -2.9779
C  -1.6021  -2.2488  -2.5348
O  -2.3564  -3.1257  -3.3858
H  -4.7722  -0.1419  -3.6607
H  -3.9368  -1.7540  -3.6983
H  -3.5414  -0.5767  -4.8890
H  -2.2179  1.5478  -4.2365
H  -1.9412  1.8490  -2.5031
H  -3.5523  2.0171  -3.1811
H  -2.6442  0.4638  -0.8541
H  -3.4069  -1.1075  -1.1883
H  -4.2866  0.3857  -1.5507
H  -0.8066  -0.3105  -2.3684
H  -1.1647  -0.6843  -4.0169
H  -2.0339  -2.3231  -1.5314
H  -0.5861  -2.5988  -2.4511
H  -2.0810  -4.0318  -3.1186
C  1.4529  -2.3418  6.5526
C  0.1911  -1.6930  7.0353
C  -0.7185  -1.0938  5.9885
C  -1.3451  -2.2145  5.1530
N  -2.2301  -1.7840  4.0791
C  -2.7112  -3.0067  3.3250
C  -1.9455  -3.0382  2.0473
C  -1.8703  -1.5638  1.6308
C  -1.5013  -0.8959  2.9922
C  -3.4383  -1.0313  4.5948
H  1.2965  -3.3361  6.1612
H  2.0864  -2.5051  7.3999
H  1.9721  -1.6556  5.8805
H  0.5781  -0.8548  7.5990
H  -0.4443  -2.2869  7.6886
H  -0.0789  -0.3746  5.4383
H  -1.5679  -0.5408  6.3550
H  -1.8425  -2.9288  5.7795
H  -0.5380  -2.7556  4.6370
H  -3.7348  -2.8966  3.0504
H  -2.6300  -3.9542  3.8746
H  -2.3687  -3.6794  1.2678
H  -0.9556  -3.4850  2.3163
H  -2.8796  -1.1778  1.3851
H  -0.9530  -1.3831  1.0212
H  -1.8140  0.1599  3.0566
H  -0.4107  -0.9861  3.1492
H  -3.9480  -1.6590  5.3456
H  -4.0970  -0.7846  3.7077
H  -3.0920  -0.0826  5.0626
C  2.2147  -1.8962  1.8062
C  1.5327  -1.6899  0.4233
C  2.5739  -1.8049  -0.7067
C  2.0475  -1.4354  -2.0989
N  3.0748  -1.4559  -3.2332
C  2.4742  -0.9831  -4.5017
C  3.5243  -1.4108  -5.5409
C  3.8343  -2.8593  -5.1048
C  3.5268  -2.8597  -3.6258
C  4.1908  -0.4750  -2.8153
H  2.7821  -1.0279  2.0778
H  2.8490  -2.7839  1.8842
H  1.4895  -2.1235  2.6064
H  0.9973  -0.7523  0.3141
H  0.8500  -2.5073  0.2535
H  2.9531  -2.8378  -0.6282
H  3.3744  -1.1105  -0.4765
H  1.6485  -0.4042  -2.0722
H  1.3513  -2.2594  -2.3420
H  2.3036  0.0760  -4.4543
H  1.5533  -1.5206  -4.5549
H  4.4363  -0.7584  -5.5601
H  3.0872  -1.4087  -6.5527
H  4.8831  -3.1993  -5.2642
H  3.1755  -3.5554  -5.5310
H  4.3620  -3.1332  -2.9612
H  2.7003  -3.4942  -3.2714
H  4.6815  -0.8952  -1.9672
H  3.6518  0.4358  -2.5752
H  4.8330  -0.2736  -3.6535
C  3.8571  3.4949  1.9847
F  4.8319  4.3140  2.0069
F  4.3586  2.3278  2.4653
F  2.7855  3.9046  2.6166
S  3.2364  2.9256  0.2980
O  4.4532  2.4199  -0.2364
O  2.0917  1.9240  0.4935
O  2.5819  4.1148  -0.3539
C  -3.9268  4.4369  -0.8289
F  -5.1317  4.6435  -1.3063
F  -3.9191  4.6419  0.4287
F  -3.6657  3.0705  -0.8376
S  -2.6336  5.4701  -1.5778
O  -1.5652  4.8728  -0.6855
O  -2.6665  5.1141  -2.9691
O  -2.9513  6.7918  -1.3101
C  -0.1993  2.7509  4.2354
F  0.3661  1.5611  3.9596
F  -1.0869  2.4102  5.1484
F  0.6594  3.5613  4.8043
S  -1.0571  3.3771  2.7355
O  -2.0058  4.3014  3.3296
O  0.0782  3.9733  1.9157
O  -1.5361  2.1855  2.1174
C  1.7944  3.9543  -4.3378
F  2.5183  3.6161  -5.4043
F  2.5728  4.4220  -3.4071
F  0.9519  4.8495  -4.6507
S  1.0151  2.4667  -3.6402
O  0.3195  2.9938  -2.4020
O  0.0971  1.9202  -4.6058
O  2.1219  1.5554  -3.3304

- Charge: +1
- LUMO energy: -3.34 eV
- Total energy: -143315.298 eV
- Kohn-Sham gap: 8.05 eV

Record 4
Here is C27H55BeBrCl3FMgN4O11V as an isolated structure from the OMol25 dataset. Energies are from ωB97M-V/def2-TZVPD.

Atoms and positions in Å:
C  5.7773  5.4221  -0.1504
C  5.4843  6.3954  -1.4692
C  4.1136  5.8080  -2.1799
C  2.8209  6.2252  -1.2222
C  1.8276  4.9048  -1.0571
C  1.4442  4.5876  0.5326
C  0.8662  3.0271  0.6998
C  -0.7571  3.0613  0.4928
C  -1.3899  1.8058  -0.3435
C  -2.9386  1.9884  -0.9277
C  -3.2071  3.0622  -2.1377
C  -3.4576  4.6093  -1.6487
N  -4.0489  4.6558  -0.2571
N  -4.5282  5.2022  -2.5863
N  -2.2284  5.4954  -1.8383
O  -3.1004  0.6837  -1.6465
C  -1.7990  0.1930  -2.1864
O  -1.6172  -0.8358  -3.0575
C  -0.5326  1.0594  -1.5207
C  0.1326  1.9200  -2.7462
C  1.6992  1.5235  -3.0829
O  2.3802  0.5036  -2.5531
O  2.4299  2.3768  -4.0651
H  5.2545  4.3644  -0.3117
H  5.3006  5.9019  0.8236
H  6.9338  5.3441  0.0138
H  5.3001  7.5033  -1.0971
H  6.4107  6.4337  -2.1877
H  3.9599  6.1900  -3.2939
H  4.2226  4.6276  -2.2601
H  2.2054  7.1349  -1.6399
H  3.2208  6.5392  -0.1498
H  0.8433  5.1780  -1.6706
H  2.2660  3.9409  -1.5755
H  0.6619  5.3862  0.9505
H  2.4016  4.6812  1.2363
H  1.4498  2.2948  -0.0006
H  1.0853  2.7084  1.8060
H  -1.0469  4.1279  0.0841
H  -1.2326  3.0067  1.5866
H  -1.5579  0.9682  0.4688
H  -3.5397  2.0886  0.0861
H  -4.2146  2.7162  -2.6768
H  -2.3908  3.0835  -2.9760
H  -5.0454  4.2879  -0.2442
H  -3.9870  5.6036  0.1739
H  -4.8677  6.1106  -2.1492
H  -3.9717  5.4146  -3.4683
H  -1.8258  5.3939  -2.8058
H  -2.4256  6.4941  -1.6030
H  0.2384  0.2910  -1.0655
H  0.0645  3.0689  -2.4635
H  -0.5836  1.7929  -3.6926
H  1.7375  3.0448  -4.3888
O  5.9711  5.3272  -4.2570
H  6.3382  4.5361  -4.6071
Be  0.1546  0.5602  1.2465
C  4.2749  1.3694  1.3749
Cl  5.7399  0.3908  1.5649
Cl  4.6134  3.0716  1.7314
Cl  3.6184  1.1952  -0.2617
H  3.5265  1.0107  2.0861
O  0.0889  -2.7324  -0.0884
H  -0.5644  -2.1503  -0.5048
H  0.9393  -2.3187  -0.2997
C  -4.6320  -1.1211  -3.5683
O  -4.3098  -0.4345  -4.5257
O  -4.4242  -2.3351  -3.4601
O  -5.2155  -0.7083  -2.5595
C  -3.0050  -9.8028  2.8631
C  -2.4242  -9.4918  1.4865
C  -1.0303  -8.8506  1.5025
N  -0.9913  -7.3012  1.6668
C  0.4948  -6.9385  1.9145
C  0.6858  -5.4880  2.3369
C  -0.1557  -5.1501  3.5534
C  -1.6212  -5.4125  3.2595
C  -1.8566  -6.8581  2.8468
C  -1.4642  -6.6528  0.3629
H  -3.4316  -8.9212  3.3480
H  -3.8188  -10.5277  2.7692
H  -2.2497  -10.2307  3.5298
H  -3.1422  -8.9146  0.8971
H  -2.3185  -10.4571  0.9739
H  -0.5172  -9.0630  0.5566
H  -0.4299  -9.2811  2.3118
H  0.8602  -7.5981  2.7087
H  1.0471  -7.1585  0.9937
H  1.7437  -5.3200  2.5707
H  0.4408  -4.8064  1.5114
H  -0.0115  -4.1035  3.8369
H  0.1646  -5.7618  4.4092
H  -1.9768  -4.7281  2.4823
H  -2.2164  -5.1975  4.1554
H  -2.9032  -6.9832  2.5514
H  -1.6174  -7.5226  3.6835
H  -2.4995  -6.9473  0.1761
H  -0.8181  -6.9954  -0.4508
H  -1.4025  -5.5660  0.4541
Mg  -4.2155  -5.4040  3.1209
Br  3.5845  6.5840  1.6959
F  8.3845  6.3137  0.7780
O  -0.2293  -0.5692  3.7935
V  -1.2155  -1.5069  4.9045
O  -2.2017  -2.4447  6.0155

- Charge: +1
- LUMO energy: -7.34 eV
- Total energy: -199194.821 eV
- Kohn-Sham gap: 1.61 eV

Number 1 is which compound? C27H53N5O11